No. 1
# C8H8N2O2

One molecule with the formula C8H8N2O2 in a non-equilibrium geometry (ωB97M-V/def2-TZVPD, OMol25).

Cartesian coordinates (Å):
C -0.915 -1.235 -1.300
C -0.172 -0.156 -1.323
C -1.159 -2.134 -0.385
C -0.454 -1.734 0.885
C 0.034 0.406 0.086
C -1.231 1.259 0.101
C 2.634 0.366 -0.137
C 1.380 1.247 0.080
N 0.125 -0.679 1.041
N -2.488 0.760 0.205
O -3.370 1.526 -0.212
O -2.730 -0.308 0.799
H -1.610 -3.016 -0.495
H -0.450 -2.546 1.559
H -1.197 2.269 -0.480
H 2.368 -0.436 -0.913
H 2.701 -0.247 0.733
H 3.629 0.902 -0.246
H 1.385 1.839 -0.883
H 1.521 1.915 0.888

Calculated values
E_LUMO (alpha / beta): -1.98 / -1.69 eV
Energy relative to the best compared isomer or geometry (same formula, charge and spin): 239.3 kcal/mol


No. 2
# C8H8N2O2

One molecule with the formula C8H8N2O2 in a non-equilibrium geometry (ωB97M-V/def2-TZVPD, OMol25).

Cartesian coordinates (Å):
O -2.718 -0.472 1.686
N -2.701 -0.632 0.487
C -2.379 0.515 -0.330
C -1.188 0.161 -1.240
C 0.105 0.154 -0.480
C 0.641 1.345 -0.014
C 1.811 1.362 0.730
C 2.459 0.173 1.040
C 1.947 -1.023 0.593
C 0.775 -1.047 -0.180
N 0.337 -2.216 -0.787
O 0.705 -3.295 -0.341
H -2.190 1.422 0.264
H -3.258 0.661 -0.964
H -1.135 0.912 -2.031
H -1.362 -0.820 -1.684
H 0.136 2.272 -0.245
H 2.217 2.301 1.071
H 3.364 0.191 1.630
H 2.436 -1.967 0.795

Calculated values
Structure (SMILES): O=NCCc1ccccc1N=O
E_LUMO: -0.89 eV
Energy relative to the best compared isomer or geometry (same formula, charge and spin): 106.0 kcal/mol


No. 3
# C8H8N2O2

One molecule with the formula C8H8N2O2 (ωB97M-V/def2-TZVPD, OMol25).

Cartesian coordinates (Å):
C -2.616 0.384 0.075
C -2.131 1.361 -0.778
C -1.744 -0.460 0.744
C -0.767 1.506 -0.975
C -0.381 -0.309 0.559
C 0.107 0.672 -0.299
C 0.666 -1.158 1.212
C 1.599 0.718 -0.428
N 1.679 -1.552 0.230
N 2.133 -0.639 -0.568
O 2.068 -2.736 0.192
O 2.996 -0.871 -1.438
H -3.680 0.273 0.217
H -2.817 2.008 -1.301
H -2.120 -1.227 1.404
H -0.386 2.260 -1.646
H 1.159 -0.599 2.020
H 0.262 -2.084 1.625
H 1.929 1.271 -1.309
H 2.044 1.180 0.464

Calculated values
E_LUMO: 0.63 eV
Energy relative to the best compared isomer or geometry (same formula, charge and spin): 93.6 kcal/mol


No. 4
# C8H8N2O2

One molecule with the formula C8H8N2O2 in a non-equilibrium geometry (ωB97M-V/def2-TZVPD, OMol25).

Cartesian coordinates (Å):
O -4.035 0.342 0.818
N -3.392 -0.206 -0.069
O -3.924 -1.066 -0.742
C -1.996 0.117 -0.164
C -1.566 1.462 -0.172
C -0.239 1.809 -0.175
C 0.725 0.734 -0.113
C 0.296 -0.649 0.009
C -1.122 -0.986 -0.245
C 1.588 -1.471 0.240
C 2.809 -0.477 0.097
N 2.094 0.734 -0.446
H -2.199 2.370 -0.014
H 0.102 2.905 -0.201
H -1.528 -1.962 -0.190
H 1.608 -2.334 -0.454
H 1.428 -1.955 1.234
H 3.693 -0.695 -0.473
H 3.000 -0.127 1.071
H 2.661 1.456 -0.011

Calculated values
Structure (SMILES): O=[N+]([O-])c1ccc2c(c1)CCN2
E_LUMO: 0.02 eV
Energy relative to the best compared isomer or geometry (same formula, charge and spin): 96.4 kcal/mol


No. 5
# C8H8N2O2

A 2-piece molecular cluster, C8H8N2O2 overall in a non-equilibrium geometry (ωB97M-V/def2-TZVPD, OMol25).

Cartesian coordinates (Å):
C 0.694 0.882 -0.801
N 1.428 -0.098 -0.558
C 0.600 -1.211 -0.176
C -0.775 -0.652 0.099
C -1.944 -1.087 0.669
C -3.012 -0.237 0.775
C -2.971 1.103 0.296
C -1.729 1.596 -0.141
C -0.689 0.650 -0.349
H 1.147 1.688 -1.280
H 0.984 -1.785 0.561
H 0.700 -1.909 -1.030
H -1.864 -2.031 1.025
H -3.985 -0.443 1.163
H -3.737 1.825 0.442
H -1.745 2.688 -0.395
O 5.543 -0.064 0.767
N 4.362 -0.126 0.580
O 4.019 -0.401 -0.762
H 2.972 -0.390 -0.885

Calculated values
Structure (SMILES): C1=NCc2ccccc21.O=NO
E_LUMO: 0.11 eV
Energy relative to the best compared isomer or geometry (same formula, charge and spin): 84.2 kcal/mol


No. 6
# C8H8N2OS

One molecule with the formula C8H8N2OS in a non-equilibrium geometry (ωB97M-V/def2-TZVPD, OMol25).

Cartesian coordinates (Å):
C 2.290 1.124 -0.010
C -0.395 -0.072 1.529
C 0.249 1.061 1.263
C 0.350 -1.077 -0.539
C 0.247 0.225 -1.180
C -0.788 -1.123 0.539
C -2.510 0.874 -0.192
C 0.854 1.273 -0.093
N 3.435 0.973 0.143
N -3.035 1.896 -0.055
O -3.414 3.068 -0.029
S -2.460 -0.808 -0.111
H -0.872 -0.141 2.462
H 0.529 1.857 1.964
H 0.398 -1.955 -1.171
H 1.407 -1.026 -0.074
H 0.876 0.355 -2.162
H -0.844 0.469 -1.457
H -0.923 -2.191 1.015
H 0.642 2.228 -0.505

Calculated values
E_LUMO: 0.18 eV
Energy relative to the best compared isomer or geometry (same formula, charge and spin): 89.8 kcal/mol


No. 7
# C8H8N2P2

One molecule with the formula C8H8N2P2 in a non-equilibrium geometry (ωB97M-V/def2-TZVPD, OMol25).

Cartesian coordinates (Å):
C 1.092 0.479 4.172
P 0.457 1.633 3.148
C 0.210 0.698 1.692
N 0.142 -0.749 1.570
C -0.052 -0.968 0.280
C -0.249 -2.182 -0.428
C -0.467 -2.214 -1.838
C -0.400 -1.015 -2.509
C -0.086 0.232 -1.915
C -0.045 0.254 -0.527
N 0.193 1.240 0.438
P 0.439 2.943 0.452
H 1.575 0.821 5.209
H 1.160 -0.632 4.116
H -0.027 -3.188 0.070
H -0.812 -3.167 -2.253
H -0.410 -1.108 -3.647
H -0.033 1.200 -2.452
H 0.521 3.305 -0.903
H 1.830 2.711 0.584

Calculated values
Structure (SMILES): C=Pc1nc2ccccc2n1P
E_LUMO: -0.74 eV
Energy relative to the best compared isomer or geometry (same formula, charge and spin): 0.0 kcal/mol


No. 8
# C8H8N2S

One molecule with the formula C8H8N2S in a non-equilibrium geometry (ωB97M-V/def2-TZVPD, OMol25).

Cartesian coordinates (Å):
C -2.687 0.340 -0.964
C -2.840 -0.844 -0.171
C -1.496 0.968 -1.083
C -1.797 -1.418 0.456
C -0.345 0.410 -0.457
C -0.458 -0.887 0.324
C 1.841 0.196 0.078
C 2.507 0.699 1.316
N 0.838 0.883 -0.498
N 0.596 -1.385 0.778
S 2.844 -0.727 -1.095
H -3.560 0.737 -1.463
H -3.823 -1.280 -0.088
H -1.380 1.873 -1.660
H -1.911 -2.300 1.068
H 1.753 0.913 2.073
H 3.073 1.609 1.116
H 3.182 -0.066 1.691
H 3.664 0.282 -1.420

Calculated values
E_LUMO: -0.93 eV
Energy relative to the best compared isomer or geometry (same formula, charge and spin): 82.2 kcal/mol


No. 9
# C8H8N3

An isolated ion of composition C8H8N3 and charge +1 in a non-equilibrium geometry (ωB97M-V/def2-TZVPD, OMol25).

Cartesian coordinates (Å):
C -2.425 -0.212 -2.641
N -1.443 0.149 -2.102
N -0.286 0.275 -1.804
C 0.322 0.423 -0.591
C 1.454 1.259 -0.606
C 2.058 1.628 0.616
C 1.693 1.070 1.842
C 0.577 0.218 1.873
C -0.005 -0.240 0.692
C -0.758 -1.411 0.759
N -1.205 -2.225 -0.230
H -3.247 0.202 -3.130
H 1.806 1.703 -1.412
H 2.956 2.356 0.547
H 2.245 1.518 2.708
H 0.131 -0.325 2.731
H -0.743 -1.655 1.781
H -1.252 -1.886 -1.183
H -1.879 -2.847 0.151

Calculated values
Structure (SMILES): C#[N+]/N=C1/C=CC=C/C1=C/N
Net charge: +1
E_LUMO (alpha / beta): -5.29 / -5.29 eV
Energy relative to the best compared isomer or geometry (same formula, charge and spin): 80.5 kcal/mol


No. 10
# C8H8N3O3

A 2-piece molecular cluster, C8H8N3O3 overall in a non-equilibrium geometry (ωB97M-V/def2-TZVPD, OMol25).

Cartesian coordinates (Å):
C -0.569 2.117 -2.738
C -0.891 0.731 -2.775
C 0.065 2.606 -1.609
C -0.831 -0.009 -1.650
C 0.105 1.877 -0.477
C -0.280 0.542 -0.443
C 1.374 -2.438 0.362
C -0.237 -0.263 0.730
N 0.171 0.252 1.863
N 1.039 -3.276 1.186
N 0.153 -0.172 3.002
O -0.536 -1.555 3.249
O 2.015 -2.072 -0.549
O 0.490 0.370 4.052
H -0.388 2.797 -3.633
H -1.295 0.227 -3.644
H 0.550 3.596 -1.652
H -1.215 -1.102 -1.642
H 0.719 2.377 0.329
H -0.691 -1.257 0.708
H 0.049 -2.272 3.624
H 0.203 -3.077 1.709

Calculated values
Net charge: -1
E_LUMO (alpha / beta): 3.44 / 3.44 eV
Energy relative to the best compared isomer or geometry (same formula, charge and spin): 141.4 kcal/mol


No. 11
# C8H8N3O4

C8H8N3O4 as an isolated structure in a non-equilibrium geometry (ωB97M-V/def2-TZVPD, OMol25).

Cartesian coordinates (Å):
C -0.781 -1.966 -1.670
C -0.742 -2.343 -0.310
C -0.589 -0.655 -1.985
C -0.297 -1.389 0.575
C -0.128 0.290 -1.122
C -0.051 -0.074 0.228
C 2.897 1.451 0.372
C 0.353 0.843 1.290
N 0.252 2.232 1.156
N 2.202 0.675 1.359
N 2.692 -0.137 2.212
O 2.800 2.688 0.472
O 3.880 -0.373 2.189
O 3.378 0.759 -0.489
O 1.918 -0.681 2.986
H -1.066 -2.616 -2.558
H -0.920 -3.400 -0.102
H -0.608 -0.526 -3.064
H -0.193 -1.524 1.586
H 0.087 1.326 -1.316
H 0.019 0.402 2.237
H 1.073 2.615 0.691
H 0.172 2.828 1.957

Calculated values
Net charge: -1
E_LUMO: 3.30 eV
Energy relative to the best compared isomer or geometry (same formula, charge and spin): 75.7 kcal/mol


No. 12
# C8H8N3OP

One molecule with the formula C8H8N3OP in a non-equilibrium geometry (ωB97M-V/def2-TZVPD, OMol25).

Cartesian coordinates (Å):
C -1.878 -1.100 0.470
C -1.406 0.040 -0.114
C -1.384 -1.617 1.671
C -0.235 0.689 0.392
C -0.239 -1.005 2.182
C 0.432 0.085 1.480
C 2.360 0.258 -1.151
C 2.592 1.658 -0.594
N 3.102 -0.736 -0.959
N 2.307 1.786 0.759
N 1.296 0.279 -2.085
O 2.711 2.563 -1.356
P 1.932 0.703 2.164
H -2.864 -1.436 0.190
H -1.975 0.446 -0.907
H -2.055 -2.276 2.260
H 0.185 1.414 -0.286
H 0.159 -1.510 3.089
H 2.750 2.620 1.095
H 0.838 1.149 -2.224
H 1.604 -0.179 -2.956

Calculated values
E_LUMO (alpha / beta): -1.39 / -0.66 eV
Energy relative to the best compared isomer or geometry (same formula, charge and spin): 55.0 kcal/mol


No. 13
# C8H8N4O4

A 2-piece molecular cluster, C8H8N4O4 overall in a non-equilibrium geometry (ωB97M-V/def2-TZVPD, OMol25).

Cartesian coordinates (Å):
O 3.127 2.358 -1.085
C 3.170 1.272 -0.535
C 4.155 0.709 0.516
C 3.985 -0.561 0.939
N 2.791 -1.266 0.626
C 1.811 -0.862 -0.274
O 0.797 -1.439 -0.463
N 2.128 0.368 -0.802
H 5.032 1.236 0.794
H 4.609 -1.252 1.499
H 2.611 -2.100 1.089
H 1.510 0.671 -1.638
O -2.094 0.896 2.200
C -2.481 0.422 1.172
C -1.607 -0.228 0.240
C -2.123 -0.591 -0.886
N -3.530 -0.543 -1.141
C -4.375 0.250 -0.308
O -5.484 0.646 -0.530
N -3.788 0.546 0.890
H -0.583 -0.290 0.278
H -1.633 -0.899 -1.822
H -3.839 -0.628 -2.261
H -4.189 1.284 1.502

Calculated values
Structure (SMILES): O=c1cc[nH]c(=O)[nH]1.O=c1cc[nH]c(=O)[nH]1
E_LUMO: 0.28 eV
Energy relative to the best compared isomer or geometry (same formula, charge and spin): 54.0 kcal/mol


No. 14
# C8H8NO3P

An isolated ion of composition C8H8NO3P and charge -2 in a non-equilibrium geometry (ωB97M-V/def2-TZVPD, OMol25).

Cartesian coordinates (Å):
O 0.665 -3.159 -1.416
P 0.783 -1.962 -2.291
O -0.362 -1.815 -3.261
O 2.184 -1.676 -2.845
N 0.661 -0.449 -1.134
C 0.408 0.785 -1.771
C 0.225 1.907 -0.585
C -0.133 1.045 0.602
C -0.671 1.357 1.847
C -0.964 0.438 2.838
C -0.689 -0.889 2.510
C -0.127 -1.293 1.235
C 0.030 -0.361 0.285
H -0.653 0.880 -2.215
H 1.351 1.017 -2.377
H -0.554 2.535 -0.906
H 1.223 2.436 -0.466
H -1.061 2.374 1.995
H -1.438 0.754 3.730
H -0.750 -1.656 3.242
H -0.129 -2.268 0.986

Calculated values
Structure (SMILES): O=P([O-])([O-])N1CCc2ccccc21
Net charge: -2
E_LUMO: 5.61 eV
Energy relative to the best compared isomer or geometry (same formula, charge and spin): 13.0 kcal/mol


No. 15
# C8H8NO6Os

C8H8NO6Os as an isolated structure in a non-equilibrium geometry (ωB97M-V/def2-TZVPD, OMol25).

Cartesian coordinates (Å):
O 1.125 -2.918 -0.231
C 0.720 -1.862 -0.112
Os -0.011 -0.005 -0.100
C -0.721 1.851 0.027
O -1.147 2.940 0.001
C -0.145 0.096 -2.116
O -0.454 1.043 -2.815
C -1.868 -0.714 -0.140
O -2.915 -1.126 -0.243
C 1.825 0.729 -0.333
O 2.871 1.132 -0.548
H 0.114 -0.911 -2.631
C -0.311 0.005 4.682
N 1.011 -0.146 4.020
C 2.253 -0.293 4.791
C 1.079 -0.149 2.705
O -0.033 -0.007 2.069
H -0.135 -0.019 5.742
H -0.952 -0.813 4.397
H -0.748 0.950 4.404
H 2.716 -1.233 4.524
H 2.918 0.520 4.533
H 2.016 -0.271 5.833
H 2.090 -0.272 2.184

Calculated values
<S²>: 6.039
Net charge: +3
E_LUMO (alpha / beta): -12.11 / -16.68 eV
Spin multiplicity: 5
Energy relative to the best compared isomer or geometry (same formula, charge and spin): 23.3 kcal/mol


No. 16
# C8H8O2

One molecule with the formula C8H8O2 in a non-equilibrium geometry (ωB97M-V/def2-TZVPD, OMol25).

Cartesian coordinates (Å):
C -1.423 1.869 0.182
C -0.665 0.598 -0.038
C 0.706 0.637 0.028
C 1.394 1.987 -0.112
C 1.463 -0.607 0.023
O 2.685 -0.576 -0.006
C 0.703 -1.867 0.018
C -0.647 -1.863 0.075
C -1.466 -0.634 -0.080
O -2.717 -0.544 -0.153
H -0.951 2.629 -0.399
H -1.543 2.172 1.243
H -2.425 1.900 -0.166
H 2.461 1.849 0.112
H 1.271 2.509 -1.096
H 1.037 2.680 0.627
H 1.212 -2.758 0.168
H -1.198 -2.725 0.207

Calculated values
Structure (SMILES): CC1=C(C)C(=O)C=CC1=O
E_LUMO: -1.71 eV
Energy relative to the best compared isomer or geometry (same formula, charge and spin): 6.7 kcal/mol


No. 17
# C8H8O3

One molecule with the formula C8H8O3 in a non-equilibrium geometry (ωB97M-V/def2-TZVPD, OMol25).

Cartesian coordinates (Å):
C -0.586 0.935 -2.266
C -0.181 0.434 -1.264
C -1.389 0.601 1.294
C 1.190 0.422 0.859
C -0.284 -1.562 0.224
C -1.807 -1.600 0.535
C 0.184 -0.132 -0.016
C 1.436 1.932 0.782
O -1.448 1.643 1.822
O 1.785 -0.261 1.645
O -2.184 -0.466 1.364
H -1.039 1.203 -3.223
H 0.399 -1.809 1.097
H -0.259 -2.176 -0.599
H -2.493 -1.512 -0.390
H -2.075 -2.543 1.179
H 2.174 2.395 1.451
H 0.590 2.592 1.158
H 1.672 2.153 -0.273

Calculated values
E_LUMO: -0.05 eV
Energy relative to the best compared isomer or geometry (same formula, charge and spin): 110.0 kcal/mol


No. 18
# C8H8O3

One molecule with the formula C8H8O3 in a non-equilibrium geometry (ωB97M-V/def2-TZVPD, OMol25).

Cartesian coordinates (Å):
C -2.519 -0.449 1.505
C -1.304 -0.148 0.634
C -1.444 -0.533 -0.706
C -0.517 -0.427 -1.695
C 0.804 -0.008 -1.260
O 1.707 0.259 -2.303
C 1.032 0.330 0.026
C 2.307 0.665 0.650
O 2.627 0.981 1.788
O 3.341 0.778 -0.271
C -0.032 0.268 0.944
H -2.283 -0.229 2.574
H -3.333 0.092 1.138
H -2.719 -1.531 1.475
H -2.373 -1.062 -0.946
H -0.694 -0.748 -2.697
H 1.185 0.228 -3.107
H 4.092 0.780 0.359
H 0.124 0.753 1.895

Calculated values
Structure (SMILES): Cc1ccc(O)c(C(=O)O)c1
E_LUMO: 0.37 eV
Energy relative to the best compared isomer or geometry (same formula, charge and spin): 21.7 kcal/mol


No. 19
# C8H8O4

One molecule with the formula C8H8O4 in a non-equilibrium geometry (ωB97M-V/def2-TZVPD, OMol25).

Cartesian coordinates (Å):
C 3.743 -0.874 0.003
O 2.377 -0.836 0.073
C 1.743 0.292 0.009
O 2.399 1.332 0.019
C 0.252 0.245 -0.172
C -0.319 1.524 -0.191
C -1.683 1.605 -0.030
C -2.414 0.408 -0.033
O -3.748 0.321 0.084
C -1.867 -0.887 -0.156
O -2.701 -1.977 -0.115
C -0.491 -0.948 -0.117
H 4.161 -1.872 -0.013
H 4.112 -0.461 0.926
H 4.147 -0.270 -0.898
H 0.341 2.335 -0.410
H -2.219 2.506 0.043
H -4.092 1.276 0.632
H -3.669 -1.810 0.407
H -0.072 -1.909 -0.061

Calculated values
Structure (SMILES): COC(=O)c1ccc(O)c(O)c1
E_LUMO: 0.14 eV
Energy relative to the best compared isomer or geometry (same formula, charge and spin): 43.7 kcal/mol


No. 20
# C8H8O6Tl

C8H8O6Tl as an isolated structure in a non-equilibrium geometry (ωB97M-V/def2-TZVPD, OMol25).

Cartesian coordinates (Å):
Tl 4.346 -23.657 -3.118
C 0.790 -28.655 -4.591
C 1.841 -27.665 -4.435
C 1.463 -26.329 -3.824
O 2.329 -25.487 -3.685
C 0.081 -26.126 -3.461
C -0.944 -27.101 -3.638
C -0.569 -28.447 -4.168
O -1.358 -29.354 -4.202
O -2.064 -26.875 -3.253
O 2.988 -27.845 -4.763
H 1.105 -29.660 -4.852
H -0.148 -25.164 -3.017
C 5.169 -21.611 -5.983
C 3.905 -22.260 -6.419
O 3.604 -23.429 -5.634
O 5.005 -21.371 -4.558
H 5.251 -20.684 -6.553
H 6.076 -22.200 -6.089
H 4.067 -22.587 -7.464
H 3.020 -21.635 -6.555
H 2.755 -23.757 -5.946
H 5.280 -20.484 -4.308

Calculated values
Net charge: +1
E_LUMO: -7.56 eV
Energy relative to the best compared isomer or geometry (same formula, charge and spin): 10.8 kcal/mol